DFT (wB97M-V/def2-TZVPD) results for an isolated molecule of C14H14ClN3O5S2.

Results
- lowest unoccupied orbital energy (eV) = -0.919
- SMILES = CC(C)S(=O)(=O)c1csc(NC(=O)Nc2cccc([N+](=O)[O-])c2)c1Cl
- gap between HOMO and LUMO (eV) = 7.73

Each line ends with the Löwdin charge.
Cartesian coordinates (Å):
C -5.92341 -1.41479 0.86032  -0.09
C -4.70103 -0.52060 0.84182  -0.45
C -3.64416 -0.91589 1.84774  -0.10
H -3.26504 -1.90419 1.59629  0.08
H -4.06197 -0.94877 2.85226  0.09
H -2.81522 -0.21112 1.84121  0.07
H -4.97374 0.53169 0.91918  0.13
S -3.99367 -0.69471 -0.84195  0.68
O -3.50117 -2.03143 -1.01603  -0.32
O -4.95345 -0.20076 -1.79013  -0.30
C -2.60725 0.45151 -0.86375  -0.40
C -2.76109 1.76274 -1.18085  -0.36
S -1.28500 2.64745 -1.10152  1.15
C -0.43710 1.21641 -0.64032  -0.51
C -1.26620 0.13030 -0.54775  -0.67
Cl -0.70479 -1.43348 -0.11441  0.76
N 0.92157 1.21326 -0.39906  0.10
C 1.64517 2.36681 -0.48129  -0.53
O 1.12997 3.43401 -0.74429  0.00
N 2.99037 2.27891 -0.20311  0.14
C 3.82554 1.17714 -0.05712  -0.22
C 3.61394 -0.02244 -0.73093  0.05
C 4.49871 -1.07407 -0.53712  -0.14
C 5.60293 -0.96402 0.29506  0.00
C 5.82816 0.24338 0.93365  -0.05
C 4.95444 1.30002 0.76048  0.00
H 5.13915 2.23863 1.26121  0.12
H 6.68910 0.36073 1.57252  0.11
H 6.26403 -1.80677 0.41818  0.12
N 4.25997 -2.31551 -1.24239  -0.36
O 5.07554 -3.19931 -1.10781  0.09
O 3.25913 -2.38835 -1.91973  0.09
H 2.80875 -0.15235 -1.43762  0.13
H 3.41851 3.18542 -0.06794  0.16
H 1.30758 0.34050 -0.06487  0.11
H -3.67449 2.23569 -1.47709  0.08
H -6.59369 -1.13162 0.05220  0.08
H -6.45244 -1.33695 1.80833  0.09
H -5.61767 -2.44746 0.70663  0.09



DFT (wB97M-V/def2-TZVPD) results for C14H14ClNO2Pt as an isolated structure.

Results
- lowest unoccupied orbital energy (alpha / beta) (eV) = -7.391 / -11.709
- net charge = +2
- multiplicity = 5
- ΔE to the lowest compared entry with this formula, charge and spin (eV) = 1.068
- gap between HOMO and LUMO (alpha / beta) (eV) = 7.15 / 5.08

Each line ends with the Löwdin spin population.
Cartesian coordinates (Å):
Cl 3.29565 -1.97215 1.77294  0.29
C 1.51565 1.93985 0.27745  0.39
C 1.18588 1.88072 -1.08229  0.44
C 2.02520 0.90431 -1.72414  0.25
H 0.46625 2.51194 -1.60313  0.01
C 3.05957 0.50351 -0.74409  0.22
C 2.57618 1.01529 0.54165  0.23
H 3.12320 0.88419 1.47150  0.00
H 1.10492 2.63016 1.01105  0.01
H 2.12179 0.69860 -2.78879  0.01
C 4.44552 0.06350 -1.06647  0.05
Pt 1.49956 -0.87977 -0.42690  0.90
C 0.65485 -2.10887 -1.54188  0.13
O 0.09017 -2.87388 -2.20703  0.05
C 1.55431 -1.88140 1.32069  0.26
O 0.72872 -2.37963 2.02721  0.33
H 4.42786 -0.56189 -1.96186  0.01
H 4.87009 -0.50756 -0.23601  0.00
H 5.08526 0.93010 -1.26631  0.02
C -5.09146 0.11977 0.98811  0.00
C -3.61867 0.01188 0.69996  -0.01
C -3.16593 -0.07952 -0.61736  0.02
C -1.80337 -0.25641 -0.86319  0.02
N -0.91332 -0.36940 0.13296  0.32
C -1.32219 -0.18655 1.39376  0.03
C -2.66493 0.00119 1.71875  0.02
H -5.53675 1.00327 0.51188  0.00
H -5.62866 -0.75673 0.60211  0.00
H -5.28389 0.18133 2.06302  0.00
H -3.84930 -0.03298 -1.46560  0.00
H -1.43550 -0.32892 -1.89137  0.00
H -0.57530 -0.21702 2.18788  0.00
H -2.94136 0.11306 2.76549  0.00



DFT (wB97M-V/def2-TZVPD) results for an isolated molecule of C14H14F2N2O2.

Results
- lowest unoccupied orbital energy (eV) = 0.548
- SMILES = CC(C)Cc1cc(C(=O)Nc2ccc(F)cc2F)no1
- gap between HOMO and LUMO (eV) = 9.33

Each line ends with the Löwdin charge.
Cartesian coordinates (Å):
C 2.71014 -1.11966 -2.81279  -0.07
H 2.12498 -0.52031 -3.50683  0.08
H 2.64680 -0.66832 -1.82527  0.08
H 3.74923 -1.09333 -3.13118  0.08
C 2.20753 -2.56006 -2.78179  -0.42
C 3.02135 -3.39809 -1.80079  -0.07
H 4.06724 -3.41198 -2.09777  0.08
H 2.65795 -4.42261 -1.77470  0.08
H 2.95989 -2.98870 -0.79543  0.08
H 2.32020 -2.98832 -3.78376  0.13
C 0.70178 -2.61937 -2.44540  -0.09
C 0.39243 -2.06785 -1.10265  -0.27
C 0.06734 -0.80864 -0.67502  0.04
C -0.07236 -0.95416 0.73111  -0.19
N 0.14800 -2.19821 1.07975  0.14
O 0.42531 -2.88584 -0.04041  0.03
C -0.38671 0.09719 1.73277  -0.40
O 0.10217 0.14240 2.83502  0.11
N -1.27693 1.01214 1.23327  0.15
C -1.80598 2.13160 1.86875  -0.15
C -1.49447 2.51199 3.17233  0.01
C -2.06437 3.64189 3.72982  0.00
C -2.95029 4.39889 2.98541  -0.28
C -3.28726 4.05742 1.68638  0.07
C -2.70611 2.92787 1.15424  -0.20
F -3.01236 2.56643 -0.11657  0.07
H -3.97783 4.65000 1.10956  0.13
F -3.50443 5.49842 3.52861  0.06
H -1.82547 3.93759 4.73832  0.12
H -0.80357 1.91127 3.73949  0.11
H -1.62875 0.85539 0.29758  0.14
H -0.02620 0.07872 -1.26561  0.12
H 0.37583 -3.66043 -2.47260  0.13
H 0.14493 -2.05333 -3.19386  0.13



DFT (wB97M-V/def2-TZVPD) results for an isolated molecule of C14H14N2O3S.

Results
- lowest unoccupied orbital energy (eV) = 0.273
- SMILES = COC(=O)CN(Cc1cccs1)C(=O)c1cccnc1
- ΔE to the lowest compared entry with this formula, charge and spin (eV) = 4.198
- gap between HOMO and LUMO (eV) = 8.96

Each line ends with the Löwdin charge.
Cartesian coordinates (Å):
O 1.96366 -0.26118 -0.43969  0.07
O 0.38579 -2.48286 2.74646  0.09
N 2.50663 2.38386 2.54982  0.08
O -0.66238 -0.51063 3.53117  -0.03
S -1.49608 -0.26850 -2.71612  0.93
C 0.97707 -0.14196 0.27599  -0.35
C -0.29003 -1.44916 2.58951  -0.44
C -3.07300 -0.82634 -3.36525  -0.39
C -3.28387 -2.22608 -3.03368  -0.18
C -2.19413 -2.83919 -2.22161  -0.12
C -1.18592 -1.88429 -1.89028  -0.45
C 1.36859 3.17382 2.70708  -0.10
C 2.26210 1.31564 1.79472  -0.08
C 0.09158 2.86078 2.15433  -0.06
C -0.10653 1.83548 1.23904  -0.04
C 0.99198 1.09354 1.18515  -0.16
N -0.12419 -1.04863 0.13107  -0.03
C 0.33791 -0.44682 4.52615  -0.08
C -1.04607 -1.29827 1.30927  -0.04
C -0.06511 -2.07624 -0.89247  -0.18
H -3.76866 -0.14871 -3.84132  0.04
H -4.16275 -2.79833 -3.43990  0.10
H -2.08924 -3.96070 -2.04497  0.12
H 1.49326 4.03424 3.38967  0.11
H 3.01828 0.50663 1.66676  0.14
H -0.83950 3.25297 2.52069  0.10
H -1.06194 1.58156 0.71446  0.15
H 0.60038 0.56108 4.75648  0.07
H -0.08170 -0.84630 5.49408  0.11
H 1.30788 -0.94159 4.40479  0.10
H -1.81591 -0.53765 1.49853  0.12
H -1.54294 -2.29496 1.25119  0.15
H -0.25384 -3.06658 -0.50394  0.12
H 0.93001 -2.04131 -1.34552  0.12



DFT (wB97M-V/def2-TZVPD) results for a 2-piece molecular cluster, C14H14O8 overall.

Results
- lowest unoccupied orbital energy (eV) = -0.201
- SMILES = O=C1OC[C@H](OC(=O)c2ccccc2)O1.C[C@@H]1COC(=O)O1
- ΔE to the lowest compared entry with this formula, charge and spin (eV) = 5.877
- gap between HOMO and LUMO (eV) = 9.33

Each line ends with the Löwdin charge.
Cartesian coordinates (Å):
O 0.13412 0.43566 2.06207  0.08
C -1.02119 0.34286 1.56827  -0.36
O -1.40816 -0.61044 0.55461  -0.02
C -2.86562 -0.45387 0.37862  -0.04
C -3.21819 0.90616 1.16149  -0.27
O -3.98988 1.93090 0.50138  0.03
C -3.16009 2.90513 -0.13805  -0.33
O -3.46306 4.12000 -0.13713  0.10
C -1.84155 2.42767 -0.92009  -0.09
C -2.06846 1.50831 -2.16109  -0.02
C -0.82292 0.98800 -2.92611  -0.05
C 0.58229 1.39486 -2.41021  -0.06
C 0.80200 2.33460 -1.18364  -0.04
C -0.44440 2.88290 -0.39321  0.01
O -2.07174 1.26682 1.96676  0.07
H -3.24986 -1.37645 0.96532  0.15
H -3.29786 -0.62344 -0.66563  0.14
H -3.96394 0.54412 1.97155  0.18
H -3.13642 1.23627 -2.44582  0.11
H -1.01014 0.31590 -3.83571  0.10
H 1.48674 0.97137 -2.96844  0.09
H 1.83760 2.63968 -0.80561  0.10
H -0.33716 3.56876 0.51822  0.12
C 1.16525 -2.19708 1.01498  -0.03
C 2.57013 -2.73140 0.83762  -0.34
C 3.62786 -1.84473 1.42610  -0.11
O 4.75529 -2.12132 0.60383  0.06
C 4.27068 -2.52524 -0.60445  -0.54
O 4.93548 -2.65135 -1.59297  0.15
O 2.92946 -2.76463 -0.54078  0.09
H 1.01405 -1.28636 0.43127  0.08
H 0.43623 -2.92586 0.64940  0.09
H 0.94786 -1.98762 2.06413  0.09
H 2.63937 -3.75162 1.23208  0.16
H 3.84136 -2.09086 2.46796  0.14
H 3.39486 -0.77772 1.35328  0.14



DFT (wB97M-V/def2-TZVPD) results for C14H15BN8RuS as an isolated structure.

Results
- lowest unoccupied orbital energy (alpha / beta) (eV) = -9.847 / -10.126
- net charge = +2
- gap between HOMO and LUMO (alpha / beta) (eV) = 6.05 / 5.82

Each line ends with the Löwdin charge.
Cartesian coordinates (Å):
Ru -0.04427 -1.08129 -1.32185  1.12
C -2.90868 1.12025 0.73203  0.00
C -2.06753 0.95926 -0.35282  -0.09
N -1.46727 -0.24190 -0.26793  -0.13
N -1.88882 -0.84308 0.86721  0.00
C -2.76439 -0.04156 1.47746  0.00
B -1.37273 -2.26700 1.18370  -0.44
N -1.64592 -3.13305 -0.08110  0.00
C -2.31378 -4.26168 -0.26713  0.02
C -2.24940 -4.61902 -1.62227  0.01
C -1.50308 -3.63575 -2.21428  -0.06
N -1.12625 -2.72143 -1.27377  -0.15
N 0.16556 -2.11421 1.32645  0.01
C 1.00487 -2.35566 2.33098  0.01
C 2.30421 -2.06032 1.92381  0.01
C 2.18616 -1.63133 0.62079  -0.08
N 0.88598 -1.68877 0.25636  -0.13
H -3.54302 1.96193 0.94579  0.12
H -1.88633 1.61247 -1.19061  0.12
H -3.23858 -0.35092 2.39451  0.15
H -1.87893 -2.74368 2.14457  0.13
H -2.79765 -4.75888 0.55888  0.15
H -2.69144 -5.48252 -2.08716  0.13
H -1.20652 -3.51589 -3.24457  0.13
H 0.63440 -2.73115 3.27124  0.15
H 3.20723 -2.15198 2.50072  0.12
H 2.94306 -1.31532 -0.07733  0.12
C 2.07582 5.55483 -1.73815  0.00
C 1.95667 4.27185 -0.99245  -0.27
C 2.26390 4.14536 0.36354  0.05
C 2.10438 2.91712 0.98244  -0.07
N 1.66338 1.84554 0.31464  0.08
C 1.44187 2.08158 -0.96682  -0.73
S 0.96931 0.69105 -1.95266  0.84
N 1.55157 3.18748 -1.67449  0.12
H 2.46779 6.34990 -1.10990  0.09
H 1.09655 5.84897 -2.11826  0.10
H 2.72689 5.41770 -2.60161  0.10
H 2.62698 4.99522 0.92448  0.13
H 2.31803 2.78588 2.03556  0.13



The following strongest force on any atom values (in eV Å⁻¹) correspond, in order, to the records above: 1.343 7.366 1.482 5.098 6.110 0.703.